Record 1
Computed, not measured: a cluster of 2 separate species, C4H14N2O in total in a non-equilibrium geometry, with wB97M-V/def2-TZVPD.

Each line ends with the Löwdin spin population.
Atoms and positions in Å:
N  0.211  -0.563  -3.162  0.114
C  0.038  -0.760  -1.735  0.067
C  -0.355  -2.135  -1.312  0.008
C  -0.904  0.396  -1.131  0.087
N  -0.119  1.011  -0.072  0.533
C  -0.055  0.471  1.266  0.075
H  0.582  0.382  -3.279  0.005
H  -0.594  -0.498  -3.786  0.004
H  1.025  -0.611  -1.272  0.001
H  0.537  -2.791  -1.219  0.001
H  -0.727  -2.789  -2.099  0.000
H  -0.997  -2.127  -0.442  0.001
H  -1.799  -0.047  -0.685  0.034
H  -1.197  1.199  -1.795  -0.001
H  -0.349  2.004  -0.110  0.013
H  -0.308  1.163  2.064  0.019
H  -0.405  -0.568  1.226  0.005
H  1.004  0.324  1.515  0.034
H  0.723  1.945  5.649  0.000
H  2.223  2.250  5.320  0.000
O  1.465  1.745  5.058  0.000

Results
Charge: +1
HOMO level (alpha / beta) in eV: -14.093 / -13.599
HOMO-LUMO gap (alpha / beta) in eV: 11.15 / 5.89
<S²>: 0.756
Lowest unoccupied orbital energy (alpha / beta) in eV: -2.942 / -7.710
Multiplicity: 2

Record 2
Computed, not measured: a cluster of 2 separate species, C6H13NO3 in total, with wB97M-V/def2-TZVPD.

Each line ends with the Löwdin charge.
Atoms and positions in Å:
O  2.123  1.127  3.412  0.033
C  1.306  1.048  2.500  -0.559
N  1.697  0.943  1.199  -0.012
C  -0.192  1.059  2.723  -0.013
C  3.102  0.920  0.843  -0.088
H  0.985  0.879  0.467  0.127
H  -0.654  0.128  2.354  0.077
H  -0.392  1.147  3.804  0.085
H  -0.662  1.913  2.207  0.085
H  3.195  0.831  -0.252  0.084
H  3.614  0.062  1.311  0.087
H  3.605  1.848  1.164  0.088
O  -1.093  0.357  -1.576  0.082
O  -1.480  -1.839  -1.948  -0.052
C  -1.786  -0.522  -2.041  -0.543
C  -0.262  -2.112  -1.251  -0.061
C  -3.075  -0.330  -2.786  0.013
H  -0.130  -3.207  -1.246  0.097
H  -0.296  -1.757  -0.207  0.089
H  0.610  -1.655  -1.749  0.098
H  -2.996  -0.740  -3.807  0.095
H  -3.902  -0.842  -2.265  0.095
H  -3.316  0.744  -2.856  0.093

Results
HOMO level in eV: -9.481
HOMO-LUMO gap in eV: 10.09
Lowest unoccupied orbital energy in eV: 0.609

Record 3
Computed, not measured: an isolated molecule of C3H8N2O in a non-equilibrium geometry, with wB97M-V/def2-TZVPD.

Each line ends with the Löwdin charge.
Atoms and positions in Å:
C  2.149  0.210  -0.246  -0.104
C  0.813  -0.546  0.461  -0.236
C  -1.859  -0.588  -0.204  -0.355
H  1.866  1.431  -0.081  0.117
H  3.249  -0.283  -0.096  0.096
H  1.800  -0.206  -1.310  0.074
H  0.741  -0.593  1.582  0.085
H  0.766  -1.777  0.515  0.141
H  -0.814  1.716  -0.662  0.066
H  -1.903  -1.627  -0.706  0.135
H  -2.838  0.917  0.769  0.149
N  -0.508  -0.082  -0.183  -0.136
N  -2.882  0.053  -0.017  0.048
O  -0.583  1.375  0.179  -0.082

Results
HOMO level in eV: -9.271
HOMO-LUMO gap in eV: 10.11
Lowest unoccupied orbital energy in eV: 0.844

Record 4
Computed, not measured: a cluster of 10 separate species, C60H150N10 in total in a non-equilibrium geometry, with wB97M-V/def2-TZVPD.

Each line ends with the Löwdin charge.
Atoms and positions in Å:
C  -0.424  3.806  -6.489  -0.083
C  -0.413  2.640  -5.512  -0.249
N  -1.327  2.862  -4.376  -0.169
C  -0.736  3.858  -3.486  -0.242
C  -1.769  4.343  -2.462  -0.091
C  -1.538  1.606  -3.671  -0.268
C  -2.181  0.510  -4.530  -0.072
H  -1.430  3.994  -6.866  0.078
H  0.276  3.690  -7.316  0.072
H  -0.143  4.745  -6.004  0.056
H  -0.785  1.783  -6.072  0.101
H  0.602  2.429  -5.149  0.104
H  0.102  3.436  -2.905  0.105
H  -0.394  4.722  -4.040  0.101
H  -2.661  4.645  -3.002  0.070
H  -2.001  3.585  -1.711  0.052
H  -1.449  5.200  -1.863  0.063
H  -2.137  1.772  -2.776  0.086
H  -0.578  1.198  -3.286  0.101
H  -2.935  0.917  -5.201  0.084
H  -2.631  -0.237  -3.877  0.055
H  -1.383  0.010  -5.077  0.047
C  -1.510  5.847  4.531  -0.103
C  -1.343  5.185  5.889  -0.259
N  -2.525  4.431  6.290  -0.181
C  -2.918  3.416  5.331  -0.248
C  -1.891  2.325  5.006  -0.063
C  -2.367  3.889  7.640  -0.265
C  -3.705  3.577  8.281  -0.088
H  -2.451  6.403  4.523  0.062
H  -1.576  5.103  3.739  0.040
H  -0.733  6.578  4.315  0.082
H  -0.405  4.606  5.897  0.112
H  -1.248  5.964  6.650  0.114
H  -3.866  2.930  5.578  0.103
H  -3.175  3.941  4.405  0.089
H  -2.301  1.638  4.269  0.033
H  -0.991  2.792  4.594  0.060
H  -1.592  1.758  5.888  0.073
H  -1.884  4.677  8.227  0.111
H  -1.697  3.019  7.662  0.108
H  -4.256  2.851  7.672  0.060
H  -4.353  4.446  8.365  0.075
H  -3.577  3.077  9.244  0.072
C  -3.643  4.299  1.245  -0.065
C  -4.668  5.431  1.113  -0.234
N  -4.095  6.771  1.061  -0.194
C  -3.202  7.006  -0.049  -0.267
C  -3.873  6.728  -1.372  -0.102
C  -3.560  7.216  2.351  -0.265
C  -3.785  8.723  2.543  -0.079
H  -2.983  4.414  2.108  0.050
H  -3.041  4.209  0.337  0.054
H  -4.166  3.344  1.358  0.061
H  -5.269  5.249  0.219  0.106
H  -5.351  5.391  1.964  0.111
H  -2.869  8.042  -0.009  0.110
H  -2.269  6.418  0.053  0.105
H  -3.990  5.714  -1.731  0.046
H  -4.842  7.234  -1.417  0.085
H  -3.314  7.240  -2.166  0.079
H  -2.482  6.999  2.432  0.094
H  -4.047  6.711  3.182  0.105
H  -4.838  8.919  2.748  0.071
H  -3.462  9.352  1.719  0.060
H  -3.255  9.061  3.446  0.071
C  3.660  6.708  1.245  -0.085
C  2.559  6.012  0.450  -0.278
N  2.647  4.569  0.569  -0.180
C  1.915  3.903  -0.520  -0.238
C  2.272  2.428  -0.591  -0.082
C  2.318  4.075  1.891  -0.239
C  0.931  4.452  2.433  -0.075
H  3.569  6.572  2.321  0.061
H  3.664  7.783  1.055  0.071
H  4.617  6.314  0.900  0.077
H  1.584  6.444  0.732  0.105
H  2.675  6.264  -0.605  0.111
H  2.250  4.394  -1.437  0.109
H  0.836  4.124  -0.447  0.109
H  3.282  2.351  -0.978  0.060
H  1.690  1.920  -1.368  0.053
H  2.052  1.943  0.347  0.033
H  2.436  2.996  1.900  0.090
H  3.021  4.523  2.593  0.104
H  0.791  5.536  2.390  0.060
H  0.111  4.026  1.853  0.053
H  0.823  4.190  3.486  0.066
C  4.104  -8.885  3.300  -0.089
C  3.351  -7.652  2.820  -0.263
N  2.588  -7.968  1.609  -0.192
C  1.339  -8.658  1.960  -0.255
C  0.777  -9.443  0.793  -0.089
C  2.321  -6.788  0.808  -0.270
C  3.558  -6.286  0.077  -0.090
H  4.803  -8.732  4.124  0.070
H  4.713  -9.201  2.447  0.076
H  3.499  -9.760  3.530  0.059
H  2.688  -7.190  3.578  0.119
H  4.085  -6.869  2.624  0.101
H  1.512  -9.393  2.740  0.102
H  0.631  -7.900  2.333  0.120
H  0.568  -8.830  -0.089  0.046
H  1.472  -10.188  0.394  0.079
H  -0.141  -9.983  1.032  0.073
H  1.890  -5.964  1.413  0.120
H  1.549  -6.985  0.062  0.090
H  4.018  -7.080  -0.515  0.078
H  4.315  -5.882  0.745  0.046
H  3.284  -5.519  -0.654  0.064
C  -3.665  -1.481  4.325  -0.076
C  -4.839  -1.819  3.408  -0.251
N  -4.861  -0.971  2.230  -0.201
C  -5.855  -1.346  1.243  -0.266
C  -5.659  -2.748  0.677  -0.080
C  -4.868  0.457  2.489  -0.271
C  -6.057  0.942  3.326  -0.066
H  -3.496  -2.283  5.040  0.074
H  -3.869  -0.557  4.871  0.061
H  -2.753  -1.311  3.748  0.073
H  -4.687  -2.837  3.054  0.103
H  -5.771  -1.756  3.990  0.114
H  -6.895  -1.241  1.597  0.113
H  -5.774  -0.601  0.443  0.112
H  -5.835  -3.461  1.483  0.063
H  -6.437  -2.958  -0.057  0.075
H  -4.673  -2.858  0.233  0.061
H  -4.788  1.002  1.549  0.100
H  -3.953  0.676  3.044  0.070
H  -6.014  2.014  3.520  0.068
H  -6.170  0.338  4.222  0.064
H  -6.988  0.809  2.762  0.069
C  4.448  -2.913  0.791  -0.084
C  5.151  -1.772  1.510  -0.259
N  5.981  -0.930  0.651  -0.187
C  7.255  -1.560  0.293  -0.258
C  7.815  -0.987  -1.011  -0.078
C  6.187  0.355  1.302  -0.261
C  4.984  1.286  1.114  -0.081
H  3.659  -2.562  0.127  0.058
H  3.996  -3.546  1.559  0.071
H  5.151  -3.523  0.223  0.056
H  4.378  -1.126  1.930  0.102
H  5.745  -2.184  2.344  0.121
H  8.008  -1.466  1.091  0.117
H  7.084  -2.629  0.154  0.102
H  8.739  -1.532  -1.234  0.073
H  7.145  -1.174  -1.847  0.061
H  8.015  0.077  -0.922  0.062
H  7.031  0.877  0.852  0.104
H  6.404  0.240  2.375  0.116
H  4.024  0.793  1.263  0.055
H  5.030  1.720  0.120  0.060
H  4.990  2.103  1.842  0.076
C  1.232  -7.742  -3.254  -0.074
C  -0.164  -7.150  -3.054  -0.250
N  -0.858  -6.846  -4.289  -0.213
C  -0.410  -5.672  -5.006  -0.242
C  -0.580  -4.389  -4.197  -0.089
C  -1.163  -8.019  -5.076  -0.275
C  -2.275  -7.816  -6.105  -0.089
H  1.823  -7.737  -2.337  0.052
H  1.823  -7.147  -3.955  0.069
H  1.148  -8.772  -3.597  0.069
H  -0.790  -7.863  -2.513  0.110
H  -0.136  -6.233  -2.460  0.100
H  -1.020  -5.560  -5.901  0.100
H  0.647  -5.784  -5.309  0.113
H  -1.490  -4.389  -3.594  0.083
H  -0.660  -3.527  -4.861  0.055
H  0.257  -4.184  -3.527  0.049
H  -0.273  -8.438  -5.582  0.115
H  -1.483  -8.816  -4.397  0.115
H  -2.499  -8.793  -6.533  0.071
H  -3.176  -7.462  -5.602  0.078
H  -1.988  -7.100  -6.871  0.057
C  -2.600  -0.782  -1.064  -0.064
C  -1.972  -1.268  0.254  -0.238
N  -0.643  -0.723  0.456  -0.182
C  -0.553  0.719  0.665  -0.247
C  -1.411  1.261  1.791  -0.073
C  0.395  -1.176  -0.453  -0.263
C  0.406  -2.686  -0.606  -0.089
H  -2.005  -1.201  -1.882  0.060
H  -2.644  0.301  -1.150  0.058
H  -3.594  -1.223  -1.177  0.066
H  -2.615  -0.938  1.073  0.081
H  -2.011  -2.355  0.296  0.106
H  0.486  0.843  0.971  0.094
H  -0.763  1.243  -0.284  0.110
H  -1.237  2.323  1.952  0.051
H  -2.466  1.176  1.522  0.049
H  -1.213  0.713  2.712  0.077
H  1.355  -0.830  -0.057  0.106
H  0.290  -0.724  -1.458  0.102
H  1.307  -3.051  -1.108  0.055
H  -0.460  -3.052  -1.161  0.059
H  0.381  -3.194  0.363  0.081
C  1.245  -1.312  -4.440  -0.073
C  2.647  -1.050  -4.985  -0.233
N  3.641  -0.563  -4.032  -0.179
C  3.819  -1.380  -2.849  -0.269
C  4.222  -2.810  -3.192  -0.076
C  3.426  0.833  -3.700  -0.275
C  3.600  1.792  -4.850  -0.085
H  0.595  -1.675  -5.235  0.067
H  0.795  -0.390  -4.059  0.045
H  1.271  -2.007  -3.601  0.048
H  3.016  -1.945  -5.500  0.111
H  2.606  -0.309  -5.787  0.101
H  4.619  -0.945  -2.246  0.101
H  2.930  -1.378  -2.189  0.097
H  4.603  -3.352  -2.333  0.054
H  3.429  -3.375  -3.692  0.061
H  4.983  -2.727  -3.978  0.082
H  4.104  1.105  -2.879  0.107
H  2.468  0.967  -3.157  0.094
H  2.791  1.766  -5.582  0.047
H  4.531  1.621  -5.392  0.082
H  3.626  2.825  -4.491  0.074

Results
HOMO level in eV: -7.989
HOMO-LUMO gap in eV: 8.65
Lowest unoccupied orbital energy in eV: 0.663